Density functional theory data (ωB97M-V with the def2-TZVPD basis set) for 2 unconnected molecules or ions with the total composition C4H7NOS in a non-equilibrium geometry.

```
14
Properties=species:S:1:pos:R:3
C -2.04 0.94 0.26
C -0.41 0.98 -0.09
C -0.48 -1.39 0.41
C -1.51 -1.70 -0.49
H -2.54 1.31 -0.68
H -2.09 -0.29 0.64
H -2.17 1.68 1.58
H 2.66 -0.03 1.25
H -0.08 -2.00 1.18
H -2.22 -2.49 -0.52
H -1.58 -0.77 -1.31
N 0.30 -0.27 0.20
O 0.22 2.02 -0.26
S 1.92 -0.29 -0.12
```

Energy above the lowest of the compared OMol25 structures with the same formula, charge and spin, kcal per mole: 135.4
M, g/mol: 117.2
LUMO energy, eV: 0.47
Largest force on an atom, eV Å⁻¹: 5.5
Gap between HOMO and LUMO, hartree: 0.34256

Density functional theory data (ωB97M-V with the def2-TZVPD basis set) for 2 unconnected molecules or ions with the total composition C4H7NS in a non-equilibrium geometry.

```
13
Properties=species:S:1:pos:R:3
C -0.22 0.41 0.14
C 0.96 0.13 0.71
C 1.62 -1.18 0.35
C -2.47 0.60 -0.78
N -1.08 0.79 -0.60
S 3.12 1.52 0.28
H 1.20 0.59 1.65
H 1.94 -1.17 -0.69
H 0.93 -2.01 0.49
H 2.48 -1.34 0.99
H -2.62 -0.25 -1.44
H -2.87 1.49 -1.27
H -2.99 0.43 0.16
```

Energy above the lowest of the compared OMol25 structures with the same formula, charge and spin, kcal per mole: 106.2
M, g/mol: 101.2
LUMO energy (alpha / beta), eV: -1.68 / -1.64
Largest force on an atom, eV Å⁻¹: 1.7
Gap between HOMO and LUMO (alpha / beta), hartree: 0.24499 / 0.24616

Density functional theory data (ωB97M-V with the def2-TZVPD basis set) for C4H7NS in the gas phase in a non-equilibrium geometry.

```
13
Properties=species:S:1:pos:R:3
C 1.02 -0.34 1.32
C 0.35 -0.58 0.04
C -1.22 -0.30 -0.02
C 0.46 0.59 -0.95
H 0.96 0.71 1.66
H 0.61 -1.52 -0.41
H -1.76 -1.22 -0.07
H -1.61 0.29 0.84
H -1.53 1.32 -1.33
H 0.76 1.42 -0.33
H 1.13 0.58 -1.78
N -0.99 0.47 -1.25
S 1.82 -1.42 2.26
```

Energy above the lowest of the compared OMol25 structures with the same formula, charge and spin, kcal per mole: 48.2
M, g/mol: 101.2
LUMO energy, eV: -0.31
Largest force on an atom, eV Å⁻¹: 1.9
Gap between HOMO and LUMO, hartree: 0.31079
Structure (SMILES): S=CC1CNC1

Density functional theory data (ωB97M-V with the def2-TZVPD basis set) for a molecular structure, C4H7NS in a non-equilibrium geometry.

```
13
Properties=species:S:1:pos:R:3
C -0.11 1.09 -0.13
C -1.56 1.48 0.19
C -0.38 -0.33 -0.64
C 0.58 -1.28 0.09
N 0.98 1.65 -0.11
S -2.09 -0.27 -0.05
H -1.66 1.91 1.25
H -1.87 2.22 -0.54
H -0.22 -0.57 -1.79
H 0.63 -2.20 -0.39
H 0.14 -1.58 1.08
H 1.64 -0.81 0.07
H 1.84 1.25 -0.47
```

Energy above the lowest of the compared OMol25 structures with the same formula, charge and spin, kcal per mole: 41.5
M, g/mol: 101.2
LUMO energy, eV: 0.84
Largest force on an atom, eV Å⁻¹: 3.0
Gap between HOMO and LUMO, hartree: 0.36006

Density functional theory data (ωB97M-V with the def2-TZVPD basis set) for 2 unconnected molecules or ions with the total composition C4H7NS in a non-equilibrium geometry.

```
13
Properties=species:S:1:pos:R:3
C -2.29 -0.72 0.37
C 0.50 1.68 -0.53
C 0.24 0.73 -1.39
C 1.06 -0.94 0.86
N -2.14 0.41 0.26
S 0.67 -1.04 -0.91
H -2.22 -1.85 0.47
H 0.76 1.42 0.58
H 0.14 2.70 -0.58
H -0.04 0.68 -2.37
H 0.13 -1.01 1.29
H 1.70 -0.09 1.03
H 1.51 -1.98 0.93
```

Energy above the lowest of the compared OMol25 structures with the same formula, charge and spin, kcal per mole: 67.1
M, g/mol: 101.2
LUMO energy, eV: 0.77
Largest force on an atom, eV Å⁻¹: 4.3
Gap between HOMO and LUMO, hartree: 0.33570
Structure (SMILES): C=CSC.C#N

Density functional theory data (ωB97M-V with the def2-TZVPD basis set) for a molecular structure, C4H7NS in a non-equilibrium geometry.

```
13
Properties=species:S:1:pos:R:3
C -0.81 0.80 0.13
C 0.42 1.63 0.42
C 1.13 0.35 -0.10
C -0.43 -1.61 -0.43
N -0.22 -0.25 -0.33
S -2.85 1.11 0.80
H 0.57 2.31 -0.40
H 0.55 1.81 1.48
H 1.88 0.35 -0.80
H 1.43 -0.31 0.73
H -0.31 -2.07 -1.51
H 0.18 -2.16 0.32
H -1.54 -1.95 -0.31
```

Energy above the lowest of the compared OMol25 structures with the same formula, charge and spin, kcal per mole: 99.2
M, g/mol: 101.2
LUMO energy, eV: 0.37
Largest force on an atom, eV Å⁻¹: 6.8
Gap between HOMO and LUMO, hartree: 0.29190

Density functional theory data (ωB97M-V with the def2-TZVPD basis set) for 2 unconnected molecules or ions with the total composition C4H7NS2 in a non-equilibrium geometry.

```
14
Properties=species:S:1:pos:R:3
C 1.29 -1.18 1.40
C 1.86 -2.14 1.02
C -0.67 0.75 -0.37
C 0.60 1.55 -0.78
N -1.20 -0.41 -0.80
S -2.71 -0.89 -0.28
S -1.61 1.67 0.75
H 0.99 -0.32 1.86
H 2.03 -3.17 0.76
H 0.72 2.41 -0.15
H 0.49 1.80 -1.86
H 1.43 0.81 -0.80
H -0.58 -0.89 -1.40
H -2.64 0.00 0.66
```

Energy above the lowest of the compared OMol25 structures with the same formula, charge and spin, kcal per mole: 83.5
M, g/mol: 133.2
LUMO energy, eV: 0.57
Largest force on an atom, eV Å⁻¹: 3.8
Gap between HOMO and LUMO, hartree: 0.32344
Structure (SMILES): CC(=S)NS.C#C

Density functional theory data (ωB97M-V with the def2-TZVPD basis set) for C4H7NS2 in the gas phase in a non-equilibrium geometry.

```
14
Properties=species:S:1:pos:R:3
C -1.92 -1.14 0.00
C -3.22 -0.72 0.27
C 2.46 0.80 0.49
C 1.64 0.64 -0.77
N -0.79 -0.56 -0.29
S -4.14 0.59 -0.01
S -0.14 0.92 -0.36
H -1.79 -2.25 0.16
H -3.76 -1.71 0.68
H 2.05 0.24 1.23
H 3.37 0.57 0.24
H 2.31 1.86 0.92
H 1.82 -0.45 -1.08
H 2.12 1.22 -1.47
```

Energy above the lowest of the compared OMol25 structures with the same formula, charge and spin, kcal per mole: 69.1
M, g/mol: 133.2
LUMO energy (alpha / beta), eV: -1.28 / -1.28
Largest force on an atom, eV Å⁻¹: 6.5
Gap between HOMO and LUMO (alpha / beta), hartree: 0.26824 / 0.26826
Structure (SMILES): CCS/N=C\C=S

Density functional theory data (ωB97M-V with the def2-TZVPD basis set) for a gas-phase ion, C4H7O2 (charge +1) in a non-equilibrium geometry.

```
13
Properties=species:S:1:pos:R:3
C -0.88 -0.34 -0.02
C 1.70 -0.31 0.79
C 1.55 -0.10 -0.65
C -1.98 0.64 -0.14
O -0.88 -1.53 0.05
O 0.49 0.31 0.27
H 1.40 -1.31 1.33
H 2.31 0.40 1.33
H 1.93 0.81 -1.13
H 1.28 -1.03 -1.28
H -1.83 1.61 0.14
H -2.38 0.66 -1.10
H -2.70 0.18 0.40
```

Net charge: +1
Energy above the lowest of the compared OMol25 structures with the same formula, charge and spin, kcal per mole: 44.9
M, g/mol: 87.1
LUMO energy, eV: -4.19
Largest force on an atom, eV Å⁻¹: 3.5
Gap between HOMO and LUMO, hartree: 0.47135

Density functional theory data (ωB97M-V with the def2-TZVPD basis set) for C4H7O2P in the gas phase in a non-equilibrium geometry.

```
14
Properties=species:S:1:pos:R:3
C -1.06 0.59 0.13
C -1.16 -0.88 0.09
C 0.20 1.18 -0.46
C -0.24 -1.77 -0.17
O 2.93 0.64 -0.02
O 1.22 -1.27 -0.06
P 1.56 0.27 0.27
H -1.73 0.98 -0.60
H -1.24 0.85 1.12
H 1.13 0.36 1.56
H -2.23 -1.26 0.31
H 0.44 0.86 -1.56
H 0.28 2.33 -0.33
H -0.11 -2.88 -0.28
```

Energy above the lowest of the compared OMol25 structures with the same formula, charge and spin, kcal per mole: 20.9
M, g/mol: 118.1
LUMO energy, eV: 0.72
Largest force on an atom, eV Å⁻¹: 4.4
Gap between HOMO and LUMO, hartree: 0.39766
Structure (SMILES): O=[P@H]1CCC=CO1

Density functional theory data (ωB97M-V with the def2-TZVPD basis set) for a molecular structure, C4H7O2Tl in a non-equilibrium geometry.

```
14
Properties=species:S:1:pos:R:3
O 2.31 0.70 0.06
C 1.81 -0.53 -0.43
C 0.37 -0.34 -0.92
C -0.43 0.52 0.03
C -1.62 0.05 0.52
O -2.50 0.71 1.21
Tl -3.98 0.47 2.40
H -0.16 1.47 0.51
H 1.80 -1.29 0.37
H 2.45 -0.84 -1.27
H -0.08 -1.33 -1.06
H 0.41 0.13 -1.92
H 1.45 1.32 0.12
H -1.83 -1.03 0.39
```

Energy above the lowest of the compared OMol25 structures with the same formula, charge and spin, kcal per mole: 18.5
M, g/mol: 291.5
LUMO energy, eV: -0.28
Largest force on an atom, eV Å⁻¹: 5.4
Gap between HOMO and LUMO, hartree: 0.28559

Density functional theory data (ωB97M-V with the def2-TZVPD basis set) for 2 unconnected molecules or ions with the total composition C4H7O3 in a non-equilibrium geometry.

```
14
Properties=species:S:1:pos:R:3
O 1.53 1.24 -0.64
C 1.57 1.84 0.50
O 1.23 1.29 1.58
H 1.91 2.88 0.56
C -0.69 -1.12 1.16
C -0.31 -0.98 -0.12
O 1.01 -1.27 -0.38
C -1.28 -0.49 -1.19
H -1.76 -1.09 1.36
H 0.00 -1.01 1.97
H 1.34 -0.31 -0.44
H -2.27 -0.37 -0.69
H -0.91 0.48 -1.50
H -1.38 -1.09 -2.16
```

Net charge: -1
Energy above the lowest of the compared OMol25 structures with the same formula, charge and spin, kcal per mole: 28.8
M, g/mol: 103.1
LUMO energy, eV: 4.20
Largest force on an atom, eV Å⁻¹: 3.3
Gap between HOMO and LUMO, hartree: 0.31541

Density functional theory data (ωB97M-V with the def2-TZVPD basis set) for 2 unconnected molecules or ions with the total composition C4H7O3P in a non-equilibrium geometry.

```
15
Properties=species:S:1:pos:R:3
C 1.49 -1.10 -0.22
C 0.39 -0.37 -0.07
C -1.19 -0.64 0.00
C 0.53 1.14 0.28
O 5.10 -0.79 1.24
O 5.22 -0.47 -1.34
O 4.54 1.46 0.21
P 4.72 -0.05 -0.01
H 1.21 -2.18 -0.52
H -1.83 -0.33 0.81
H -1.53 -0.29 -0.98
H -1.40 -1.77 0.02
H 0.23 1.68 1.25
H -0.28 1.58 -0.42
H 1.55 1.61 0.14
```

Net charge: -2
Energy above the lowest of the compared OMol25 structures with the same formula, charge and spin, kcal per mole: 61.3
M, g/mol: 134.1
LUMO energy, eV: 6.29
Largest force on an atom, eV Å⁻¹: 3.9
Gap between HOMO and LUMO, hartree: 0.20874

Density functional theory data (ωB97M-V with the def2-TZVPD basis set) for 2 unconnected molecules or ions with the total composition C4H7O4 in a non-equilibrium geometry.

```
15
Properties=species:S:1:pos:R:3
O 1.80 1.42 -0.35
C 0.95 0.45 -0.35
O 1.03 -0.46 0.69
C -0.54 1.19 -0.15
C -1.65 0.32 -0.43
C -2.47 -0.28 0.56
O -3.60 -0.73 0.37
H -0.49 1.34 0.92
H -0.47 2.08 -0.77
H -1.81 -0.10 -1.43
H 0.99 -0.06 -1.33
H -2.14 -0.29 1.61
H 1.67 -1.24 0.45
H 3.78 -1.61 0.22
O 2.95 -2.04 -0.02
```

Net charge: -1
Energy above the lowest of the compared OMol25 structures with the same formula, charge and spin, kcal per mole: 141.9
M, g/mol: 119.1
LUMO energy, eV: 0.77
Largest force on an atom, eV Å⁻¹: 6.3
Gap between HOMO and LUMO, hartree: 0.17402

Density functional theory data (ωB97M-V with the def2-TZVPD basis set) for 2 unconnected molecules or ions with the total composition C4H7O4 in a non-equilibrium geometry.

```
15
Properties=species:S:1:pos:R:3
C 0.13 -1.47 -1.03
C 0.33 -0.04 -0.63
C 1.73 0.39 -0.32
C -0.61 0.26 0.70
O -0.41 -0.33 1.78
O -1.42 1.10 0.32
O -2.83 1.36 2.80
O -3.28 2.09 1.88
H -0.93 -1.67 -1.14
H 0.62 -1.67 -1.98
H 0.54 -2.09 -0.24
H -0.06 0.60 -1.42
H 1.72 1.41 0.05
H 2.11 -0.27 0.46
H 2.35 0.34 -1.21
```

Energy above the lowest of the compared OMol25 structures with the same formula, charge and spin, kcal per mole: 48.6
M, g/mol: 119.1
LUMO energy (alpha / beta), eV: -2.04 / -3.04
Largest force on an atom, eV Å⁻¹: 3.9
Gap between HOMO and LUMO (alpha / beta), hartree: 0.28916 / 0.25217
2S+1: 2

Density functional theory data (ωB97M-V with the def2-TZVPD basis set) for a gas-phase ion, C4H7O4Si (charge -1) in a non-equilibrium geometry.

```
16
Properties=species:S:1:pos:R:3
C -1.02 -1.58 -1.06
C 0.07 -2.48 -0.33
C 1.18 1.35 -0.89
C -0.91 1.07 1.46
O -1.75 -2.25 -1.78
O -0.97 -0.35 -0.89
O 0.35 -3.62 -0.39
O 0.81 -1.46 0.70
Si 0.58 0.18 0.57
H 2.09 1.07 -1.33
H 0.68 1.51 -1.85
H 1.41 2.34 -0.51
H -0.71 1.96 2.21
H -1.49 1.52 0.53
H -1.77 0.58 1.88
H 1.45 0.17 1.69
```

Net charge: -1
M, g/mol: 147.2
LUMO energy, eV: 3.87
Largest force on an atom, eV Å⁻¹: 5.1
Gap between HOMO and LUMO, hartree: 0.33261

Density functional theory data (ωB97M-V with the def2-TZVPD basis set) for a molecular structure, C4H7ORb in a non-equilibrium geometry.

```
13
Properties=species:S:1:pos:R:3
C -2.90 -0.90 1.58
C -1.64 -0.16 1.18
C -0.50 -0.13 1.92
O 0.59 0.54 1.65
Rb 2.55 2.05 -1.00
H -3.67 -0.19 1.94
H -1.71 0.48 0.29
H -3.36 -1.33 0.66
H -0.48 -0.75 2.83
C -2.73 -1.98 2.59
H -2.16 -1.93 3.52
H -3.08 -3.00 2.38
H 2.89 3.25 -3.39
```

Net charge: -1
Energy above the lowest of the compared OMol25 structures with the same formula, charge and spin, kcal per mole: 0.0
M, g/mol: 156.6
LUMO energy (alpha / beta), eV: 2.17 / 2.17
Largest force on an atom, eV Å⁻¹: 1.4
Gap between HOMO and LUMO (alpha / beta), hartree: 0.18451 / 0.18305
2S+1: 2